No. 1
# C25H28F5GaO2

A structure of composition C25H28F5GaO2 in a non-equilibrium geometry (ωB97M-V/def2-TZVPD, the OMol25 dataset).

The geometry in XYZ format:
```
61
C25H28F5GaO2 (ωB97M-V/def2-TZVPD)
C -1.1155 -2.1846 -5.0914
H -0.2871 -3.0794 0.9798
H -0.9627 -2.5948 -6.0979
H -3.0486 -0.8738 0.2079
F 3.1779 3.1359 2.8072
C 2.2722 2.3163 3.3881
C 0.8390 1.8698 -1.2890
H -1.2141 -3.0268 -4.4116
H -1.1526 1.3453 -0.5162
C -3.0617 -1.3137 3.5503
C 0.3135 -2.6982 1.8075
H -1.9140 3.5056 -2.1546
C -0.6993 1.7785 -1.4177
H 0.9994 2.2994 -0.2855
C -3.3537 -1.8012 2.2394
H 1.3926 0.9109 -1.3554
C 1.1950 -2.8100 3.9491
H 0.6852 4.7690 -1.8002
H 1.2519 0.9206 -3.8898
H -0.4876 1.3288 -3.9875
C 0.1243 -0.0350 -5.5460
H 2.3065 -2.2795 0.8258
H 0.1520 4.1896 -3.3627
H -2.2871 1.3126 1.6614
C -2.3587 0.2861 2.0321
H 1.4183 -2.9190 -4.1287
C -2.9321 -0.8464 1.2950
C -0.9720 3.2709 -1.6339
C 0.0211 -2.9661 3.2142
H 3.3185 -2.4459 3.3144
F 1.9907 1.1741 1.3238
C 1.5799 1.3785 2.6270
C 0.2580 0.5495 -4.1607
H -3.8961 -2.7207 2.0271
F 2.6569 3.2631 5.5275
C 1.7571 -2.4588 1.7464
Ga -0.2655 -0.5367 1.5172
H -3.3165 -1.8196 4.4766
C -2.4714 -0.0492 3.4383
H -2.0379 -1.6065 -5.0432
C 0.4509 0.5364 4.5034
F 0.9242 1.4521 6.6784
C 0.0784 -1.3420 -4.7171
H 2.2195 -1.4523 -4.7413
O -0.0249 -0.6795 -3.3952
H -0.9473 -3.2750 3.5907
H -2.1610 0.5912 4.2545
C 1.3651 -2.1197 -4.8677
H 1.3130 -2.9372 5.0232
C 2.2672 -2.5248 3.0425
H 1.4091 -2.5921 -5.8553
H -0.8332 0.2207 -5.9995
C 2.0224 2.3532 4.7630
C 0.5853 0.5393 3.1076
C 0.3089 3.8609 -2.3176
F -0.3013 -0.4149 5.1448
H 0.9569 0.1061 -6.2311
O 1.3472 2.8316 -2.2476
C 1.1323 1.4416 5.3376
H -1.0507 1.1398 -2.2317
H -0.9384 3.7261 -0.6258
```

ΔE to the lowest compared entry with this formula, charge and spin	181.3	kJ/mol
HOMO-LUMO gap	6.17	eV
total energy	-96431.0812	eV
multiplicity	1

Here are the Löwdin charges for atoms 1 to 4, given in e:
1 C -0.0282
2 H 0.0945
3 H 0.0952
4 H 0.0974

***

No. 2
# C23H19MnN4OS7

A structure of composition C23H19MnN4OS7 in a non-equilibrium geometry (ωB97M-V/def2-TZVPD, the OMol25 dataset).

The geometry in XYZ format:
```
55
C23H19MnN4OS7 (ωB97M-V/def2-TZVPD)
C 0.2766 -2.1855 1.9611
C -2.6895 4.1772 -1.2294
H -3.6527 4.3868 -0.7753
C -2.4177 0.2039 2.9953
C 2.4475 -2.0412 0.9227
S 1.8444 -2.4007 -3.0540
Mn 1.5807 -0.3762 -2.0407
C 4.4193 -1.7527 -2.4491
C 1.0699 -1.7760 0.8750
O 1.5370 1.4924 -1.1921
C -2.4228 4.5753 -2.5320
N -0.7718 -1.0211 -0.2197
H 1.2866 4.2056 1.0083
C -0.5082 3.2063 -1.1067
C 5.8908 -3.8787 -2.8798
S 4.2552 -4.2255 -3.2782
C -3.4126 -0.3333 3.8028
C -1.4112 -0.6270 -1.3623
S 3.9476 -0.1203 -2.0503
N -3.4763 -1.0229 -0.3557
H -3.1900 5.0876 -3.1069
S 7.1262 -4.9680 -3.0098
H 1.9181 4.2209 -0.6851
H -0.7847 -1.9775 1.9351
C 2.2149 -3.1212 3.0760
C 3.0079 -2.7097 2.0068
H 3.0693 -1.7245 0.0988
S -0.5753 -0.1874 -2.8850
H -3.4370 -0.1316 4.8675
H 2.6998 3.1796 0.5622
H 4.0755 -2.9159 2.0101
C -2.3796 -0.0288 1.6238
H -0.9865 4.5943 -4.1421
H -4.3351 -1.4226 -0.6517
S 0.6969 2.2657 -0.1979
C -3.3616 -0.8196 1.0091
C -4.3724 -1.1457 3.2036
C 1.7634 3.6214 0.2146
C 3.5670 -2.6719 -2.8807
C 0.8524 -2.8446 3.0423
H -1.6321 0.8091 3.4440
C -4.3465 -1.3919 1.8397
H 2.6534 -3.6523 3.9182
H -1.9357 3.1534 0.5039
C -1.1884 4.2925 -3.1189
C -0.2227 3.6005 -2.4061
H -5.1465 -1.6047 3.8092
H 0.2221 -3.1514 3.8717
H -5.0932 -2.0445 1.3922
N 0.5403 -1.1277 -0.2617
C -1.7249 3.4847 -0.5069
H -1.5768 0.3640 1.0286
N -2.7192 -0.5854 -1.4592
S 6.0835 -2.2651 -2.3245
H 0.7247 3.3321 -2.8604
```

total charge	-1
HOMO-LUMO gap (spin up / spin down)	4.78 / 6.32	eV
total energy	-139335.4317	eV
⟨S²⟩	8.96
multiplicity	6

Here are the Löwdin charges for atoms 1 to 4, given in e:
1 C -0.0259
2 C -0.0711
3 H 0.1075
4 C -0.1080

***

No. 3
# C9H21F3IOP2Y

A structure of composition C9H21F3IOP2Y in a non-equilibrium geometry (ωB97M-V/def2-TZVPD, the OMol25 dataset).

The geometry in XYZ format:
```
38
C9H21F3IOP2Y (ωB97M-V/def2-TZVPD)
H -1.0679 -4.7040 0.5437
H -1.9737 3.3084 0.6306
H 1.9989 -2.7843 2.0606
H 0.9070 4.4979 1.6800
H 0.9664 -4.2178 2.2887
F -1.1939 -0.9712 2.4740
H 1.0243 3.0752 -2.3165
H 2.3652 3.2265 -1.1490
P 0.3183 -2.7492 0.3809
I -2.3254 -0.3097 -2.5579
H 1.0300 -3.3904 -1.8736
H 0.3888 -2.5886 2.7800
H 0.3630 2.9471 2.4014
F -1.2812 1.2112 2.3439
C -2.3128 -0.1229 0.3130
C 1.3105 3.4947 -1.3305
H -1.7856 -3.5163 -0.6364
H -1.7931 3.3187 -1.1444
Y -0.1924 -0.0492 -0.6993
C -0.7555 0.0999 1.6796
H 1.0995 0.0516 -2.5013
H -1.9459 -3.2273 1.1351
F 0.6197 0.1695 1.9292
H 2.3878 -3.3267 -0.6936
H -1.1019 4.6784 -0.1646
C 0.9261 3.3914 1.5660
C -1.2856 -3.6340 0.3450
H 1.3058 -4.7557 -0.7307
H 1.2347 4.5987 -1.3734
H 1.9604 3.0651 1.6805
O -3.3018 -0.1506 0.9847
H 0.3643 -0.9613 -3.8723
H 0.1673 0.8722 -3.8934
C 0.2660 -0.0374 -3.2597
C 0.9695 -3.1416 2.0267
C -1.2972 3.5870 -0.1944
C 1.3465 -3.6571 -0.8453
P 0.2940 2.7019 -0.0075
```

total charge	+2
ΔE to the lowest compared entry with this formula, charge and spin	256.6	kJ/mol
HOMO-LUMO gap (spin up / spin down)	5.79 / 5.78	eV
total energy	-47576.9774	eV
multiplicity	1

Here are the Löwdin charges for atoms 1 to 4, given in e:
1 H 0.0728
2 H 0.0551
3 H 0.0548
4 H 0.0855

***

No. 4
# C2H6N4O2

The molecule C2H6N4O2 in a non-equilibrium geometry (ωB97M-V/def2-TZVPD, the OMol25 dataset).

The geometry in XYZ format:
```
14
C2H6N4O2 (ωB97M-V/def2-TZVPD)
O 0.3583 -0.6937 1.9642
N 1.2425 0.4133 -1.5199
H 2.2271 -1.2941 -0.8093
N -0.4309 1.1298 -0.0658
C 0.3497 1.2253 -1.1476
H 0.4984 0.2355 1.3745
H 1.2661 -0.6195 0.3612
N 1.2399 -0.8102 -0.6599
O -1.5478 0.3297 -0.0661
H 0.0175 2.0837 -1.9234
C -1.4903 -0.9633 0.6060
H -0.7347 2.1129 0.0755
H -2.3923 -1.6230 0.4268
N -0.6035 -1.5262 1.3837
```

ΔE to the lowest compared entry with this formula, charge and spin	676.7	kJ/mol
HOMO-LUMO gap	9.77	eV
total energy	-12219.6390	eV
structure (SMILES)	N/N=C\NO/C=N\O
multiplicity	1

Here are the Löwdin charges for atoms 1 to 4, given in e:
1 O -0.1649
2 N 0.0290
3 H 0.1270
4 N -0.0969

***

No. 5
# C4H6O4

A cluster of 2 separate species, C4H6O4 in total in a non-equilibrium geometry (ωB97M-V/def2-TZVPD, the OMol25 dataset).

The geometry in XYZ format:
```
14
C4H6O4 (ωB97M-V/def2-TZVPD)
O 1.7396 0.7797 0.1327
H -0.2537 -0.4231 2.6824
C 0.5972 0.9573 -1.9963
H -0.2274 0.4176 -1.5473
C 1.8358 0.7437 -1.1073
H 0.8928 0.5577 -2.9683
C -0.5778 -1.1090 1.8966
O -2.8456 -1.4000 1.1887
H -0.6902 -2.1295 2.2562
O -1.9524 0.6628 1.0068
O 2.9052 0.4898 -1.7618
H 0.1660 -0.9919 1.1056
H 0.3119 1.9960 -2.1649
C -1.9013 -0.5512 1.2767
```

total charge	-2
ΔE to the lowest compared entry with this formula, charge and spin	81.2	kJ/mol
HOMO-LUMO gap	7.77	eV
total energy	-12435.3940	eV
multiplicity	1

Here are the Löwdin charges for atoms 1 to 4, given in e:
1 O -0.0910
2 H 0.0502
3 C -0.0547
4 H 0.0524

***

No. 6
# C3H3FeO3

A structure of composition C3H3FeO3 in a non-equilibrium geometry (ωB97M-V/def2-TZVPD, the OMol25 dataset).

The geometry in XYZ format:
```
10
C3H3FeO3 (ωB97M-V/def2-TZVPD)
C 0.9923 -2.0755 0.7519
O -1.2047 1.8447 -1.2731
O -0.1351 2.4134 0.5716
H 0.6219 -3.0375 0.0989
H 0.1038 2.0422 1.4292
H 0.2455 -1.0951 0.6108
O -0.9014 0.3412 0.3643
Fe -0.8559 0.9658 -3.1441
C 1.9509 -2.8775 0.7212
C -0.8172 1.4783 -0.1306
```

total charge	-1
ΔE to the lowest compared entry with this formula, charge and spin	0.0	kJ/mol
HOMO-LUMO gap (spin up / spin down)	5.47 / 5.67	eV
total energy	-43684.7344	eV
⟨S²⟩	6.01
multiplicity	5

Here are the Löwdin charges for atoms 1 to 4, given in e:
1 C -0.1664
2 O -0.1874
3 O 0.0639
4 H 0.0683

***

No. 7
# C40H48N10O7RuS2

A structure of composition C40H48N10O7RuS2 in a non-equilibrium geometry (ωB97M-V/def2-TZVPD, the OMol25 dataset).

The geometry in XYZ format:
```
108
C40H48N10O7RuS2 (ωB97M-V/def2-TZVPD)
C -5.9571 5.1855 -0.0214
H -3.2664 2.7366 1.2697
C -0.1923 -2.5145 1.2509
C -1.8824 0.1233 2.4408
H -4.1926 -2.9983 -2.1296
H 4.9359 -5.1905 0.5781
H 0.6437 -3.3879 -1.4971
C -4.3774 3.6198 -1.6911
C 0.4176 1.0049 -4.6512
C -4.4771 -0.7126 1.9002
H 0.0360 -4.3922 2.2591
O -4.2639 0.3727 -0.2677
H 3.5692 -4.0776 0.8460
C 4.5031 1.1535 1.4456
C -3.8470 5.5510 2.2980
H -4.4342 -1.5834 3.8514
H -3.7143 5.4248 3.3690
C 4.6473 -3.8087 -1.0414
H 4.2149 -3.4241 3.2580
C -0.2675 0.7796 -2.3249
C 5.2753 -3.6295 3.1023
H -5.6528 4.2932 -3.2665
H -1.7476 3.6850 -1.6010
O -1.1244 4.1272 -3.4681
N -1.4995 2.7307 -1.3785
C -2.0912 2.2078 -0.2803
C 4.3563 -1.3011 -1.5391
C -0.6204 2.8644 -3.5573
H -5.8085 0.4409 -1.5529
H 5.6569 2.6625 2.4646
H 3.9229 1.8733 0.8706
C -1.2788 -2.7280 0.3807
C -3.8754 -1.0198 3.1161
H -7.0547 5.6991 -1.7897
H -2.4794 -1.2146 -2.3155
O 6.5836 -1.7470 -1.7172
H -2.1355 -4.4550 1.3529
H 5.3254 0.8229 0.8059
C 2.5517 -2.5111 -1.3728
H -2.1249 -0.8335 4.3451
H -3.9997 -4.6532 -0.2402
H -0.7847 -3.1520 3.2035
C 4.5791 -4.1690 0.4436
C -4.0841 3.6930 -0.3338
O -4.6399 4.4490 1.8493
H 0.6760 -0.7579 -3.5002
C 6.1621 -2.8589 4.0722
H 0.0331 5.1319 -4.8704
C 5.0377 1.8004 2.7127
H -3.8005 2.9819 -2.3460
N 3.6597 0.0033 1.7361
H 4.2117 -4.6223 -1.6187
C -3.2699 -3.8623 -0.3526
H -2.8726 5.5535 1.8022
C -0.7760 2.0843 -2.3854
C -2.4411 -1.9544 -1.5264
C 2.3910 -0.2011 1.3280
H -5.4874 -1.0420 1.7056
H -0.8660 0.4526 2.6231
H 0.0944 2.9228 -5.5713
C -5.6135 0.0457 -0.5598
N 3.9041 -2.5925 -1.3545
H 4.1501 -0.8495 1.9690
N -1.7049 1.0753 0.2155
H -6.5719 5.7659 0.6543
N 5.7286 -0.8913 -1.6017
H 5.6519 1.0991 3.2793
C 0.0224 -3.3239 2.4864
H 4.2191 2.1317 3.3523
H 6.0752 -1.7850 3.9105
O 7.0066 -3.4766 1.1299
H 5.6755 -3.6794 -1.3649
N -1.4084 -1.8401 -0.6723
C -6.2252 5.1382 -1.3821
H 1.9622 -4.5172 -1.8338
H 5.8580 -3.0774 5.0942
H -1.5468 4.5408 -5.4599
H 5.4514 -4.7045 3.1563
H 3.2431 0.5683 -1.7830
H 1.6174 -4.0189 -0.1700
Ru -0.0289 -0.2311 -0.5634
C 0.3037 0.2565 -3.5063
O 5.2027 -1.7637 1.2730
C -3.7787 0.0156 0.9478
H -1.4710 5.9128 -4.3295
O 5.9333 0.2989 -1.4846
N 0.6465 -1.5193 0.8871
H -6.2929 0.5139 0.1559
C -2.2344 -3.7588 0.5324
N 1.8364 -1.3617 1.5348
S 1.5197 1.1313 0.5421
C -2.5842 -0.6034 3.3932
H -4.3562 6.4960 2.1003
N 2.1465 -1.2639 -1.5262
S 5.6475 -3.1326 1.4361
H -5.7642 -1.0364 -0.5582
C 1.6505 -3.6806 -1.2079
C -1.0138 4.9686 -4.6085
C -3.3860 -2.9396 -1.4143
C -2.4667 0.4358 1.2225
C -5.4370 4.3532 -2.2082
H 0.9649 -3.0485 2.9501
C 3.2692 -0.4989 -1.6495
C -4.8929 4.4722 0.4972
N -3.0501 2.9786 0.3114
H 0.8618 0.5791 -5.5409
C -0.0228 2.3322 -4.6746
H 7.2049 -3.1439 3.9494
```

total charge	+1
HOMO-LUMO gap (spin up / spin down)	5.91 / 5.50	eV
total energy	-95734.4920	eV
⟨S²⟩	8.79
multiplicity	6

Here are the Löwdin charges for atoms 1 to 4, given in e:
1 C 0.0042
2 H 0.1538
3 C -0.3082
4 C -0.0319

***

No. 8
# C19H34N5O9

A cluster of 6 separate species, C19H34N5O9 in total in a non-equilibrium geometry (ωB97M-V/def2-TZVPD, the OMol25 dataset).

The geometry in XYZ format:
```
67
C19H34N5O9 (ωB97M-V/def2-TZVPD)
C -0.9466 0.1136 0.5955
H -0.9156 3.7816 6.1115
H -6.3936 -2.2194 -1.6045
H 0.3184 3.8986 3.4335
H 5.3174 0.9996 -2.3095
H 3.1094 1.9816 -2.5545
H -4.1686 -2.3144 0.9535
H -5.0206 -0.9524 0.4025
C 3.0234 0.6436 -0.3075
N -5.9846 -2.7884 0.2095
C 2.7264 4.1816 -3.1095
H -1.1226 -3.7644 0.0805
H 2.8814 -0.8054 -2.7975
O -0.6606 0.2676 -0.5745
H -0.9336 2.9536 2.9195
H 1.0584 -6.7914 -0.4665
H -5.3796 -3.8474 1.9825
H -0.0666 -2.6674 -0.7525
C 0.6994 2.6926 -2.5265
H 2.0334 -0.0574 -0.4095
H 1.0124 3.8016 5.6585
H -1.1776 3.6656 -2.0315
C -6.8746 -2.8414 -0.7475
O 4.4774 5.6796 -3.2525
H 2.1164 6.4506 -3.4975
C -0.6866 -3.6194 -0.8755
C 3.7104 -0.9854 -2.0445
C 2.2074 2.8066 -2.7875
N 4.0854 4.5156 -3.3595
N 3.9754 0.1046 -1.1275
H 3.2964 -1.8224 -1.4455
C 1.8094 5.4046 -3.0805
H -4.2286 -2.0754 -0.7265
H -6.7356 -2.5684 2.0535
O 3.2864 1.5496 0.5225
H 5.4624 1.5616 -0.6675
C 0.3004 5.2236 -2.7925
C 0.0124 2.9026 3.5035
O -0.1576 -0.3894 1.4975
H -6.9306 -4.2564 1.4525
H 1.3544 -3.4694 -2.3155
O -0.0116 0.4016 6.0985
C 1.4144 -4.4484 -1.7135
O 4.8794 3.5146 -3.3485
N 0.3174 -4.6994 -1.0645
H 0.2564 2.8656 7.1755
C 0.1324 3.3346 6.0975
H -1.3966 -3.5284 -1.7215
O -7.8746 -3.5814 -0.8285
H -0.3496 5.9836 -2.6755
H 6.0484 0.0316 -0.9955
H -0.1936 0.5986 4.1675
C 5.2654 0.7566 -1.2875
O 2.4314 -5.2234 -1.9955
O -2.1846 0.4216 0.9045
H 0.6044 2.4096 2.8925
H -2.5836 0.5396 0.0825
C -4.8026 -1.9774 0.1535
H 4.6214 -1.4634 -2.3545
N -0.0386 2.2976 4.8915
C -0.0886 1.0426 5.0525
C -0.2066 3.7976 -2.3625
H 0.2934 -5.8524 0.9695
C 0.2304 -5.9374 -0.2835
H -0.6926 -6.4184 -0.3665
H 0.3794 1.5836 -2.1675
C -6.3426 -3.3934 1.4655
```

total charge	-1
HOMO-LUMO gap	6.18	eV
total energy	-46123.9499	eV
multiplicity	1

Here are the Löwdin charges for atoms 1 to 4, given in e:
1 C -0.8849
2 H 0.0893
3 H 0.1537
4 H 0.0586